[1]
Below is a single C3H7N3Si molecule in a non-equilibrium geometry, with properties calculated with ωB97M-V/def2-TZVPD.

energy relative to the best compared isomer or geometry (same formula, charge and spin): 5.297 eV
HOMO energy (spin up / spin down): -8.286 / -8.384 eV
frontier orbital gap (spin up / spin down): 0.2740 / 0.2854 Ha

ORCA input file:
```
! wB97M-V def2-TZVPD RIJCOSX def2/J DEFGRID3
* xyz 0 1
C -0.024 0.985 -2.394
C 0.822 1.735 -0.369
C 0.462 -1.558 1.536
N 0.636 1.797 -1.588
N -0.775 -0.042 -1.936
N -0.913 -0.571 -0.851
Si -0.863 -0.309 0.922
H 0.165 1.222 -3.468
H 1.381 2.485 0.306
H 0.958 -2.043 0.693
H 1.347 -1.198 2.104
H -0.047 -2.422 2.167
H -2.158 -0.989 1.325
H -0.992 0.908 1.552
*
```



[2]
Below is a molecular structure, C3H7N4O2S in a non-equilibrium geometry, with properties calculated with ωB97M-V/def2-TZVPD.

energy relative to the best compared isomer or geometry (same formula, charge and spin): 0.000 eV
HOMO energy: -11.152 eV
frontier orbital gap: 0.2282 Ha

ORCA input file:
```
! wB97M-V def2-TZVPD RIJCOSX def2/J DEFGRID3
* xyz 1 1
C 1.019 1.472 1.457
C 1.310 1.635 0.157
C 0.114 -0.235 0.367
N 0.725 0.562 -0.561
N 0.293 0.284 1.600
N 2.100 2.522 -0.456
N -2.823 -2.576 -0.493
O -0.583 -1.307 0.167
O -1.266 -2.719 -2.454
S -1.336 -2.976 -1.052
H 1.456 2.042 2.286
H 0.622 0.280 -1.532
H 0.038 -0.216 2.524
H 2.674 3.181 0.035
H 2.265 2.709 -1.406
H -3.185 -2.529 0.554
H -3.422 -2.128 -1.194
*
```



[3]
Below is a gas-phase ion, C3H7N4OS2 (charge +1) in a non-equilibrium geometry, with properties calculated with ωB97M-V/def2-TZVPD.

energy relative to the best compared isomer or geometry (same formula, charge and spin): 2.395 eV
HOMO energy (spin up / spin down): -12.587 / -12.592 eV
frontier orbital gap (spin up / spin down): 0.2393 / 0.2395 Ha

ORCA input file:
```
! wB97M-V def2-TZVPD RIJCOSX def2/J DEFGRID3
* xyz 1 1
C -1.570 0.111 0.528
C 1.068 -0.410 -0.719
C -0.438 1.072 0.442
N -1.153 -1.219 1.000
N 0.405 0.746 -0.698
N 0.049 -1.526 1.304
N 0.554 1.693 -1.761
O 1.772 -0.625 -1.748
S -3.154 0.490 0.472
S 0.543 -3.019 1.755
H -0.655 2.117 0.418
H 0.145 0.779 1.394
H -1.849 -2.027 0.755
H -0.240 2.199 -1.673
H 1.536 0.061 -2.412
H 1.372 2.203 -1.504
H 1.615 -2.646 2.447
*
```



[4]
Below is 2 unconnected molecules or ions with the total composition C3H7N4P in a non-equilibrium geometry, with properties calculated with ωB97M-V/def2-TZVPD.

energy relative to the best compared isomer or geometry (same formula, charge and spin): 0.909 eV
HOMO energy: -8.949 eV
frontier orbital gap: 0.3291 Ha
structure (SMILES): c1nn[nH]n1.C=PC

ORCA input file:
```
! wB97M-V def2-TZVPD RIJCOSX def2/J DEFGRID3
* xyz 0 1
C 1.130 -2.664 -2.420
N 0.038 -2.735 -3.209
N -0.162 -1.589 -3.666
N 0.800 -0.758 -3.153
N 1.637 -1.467 -2.396
H 1.395 -3.594 -1.946
H 0.956 0.226 -3.360
C 0.301 1.172 0.241
P 0.464 -0.097 1.400
C -0.769 -1.280 0.785
H 0.618 2.137 0.494
H -0.044 0.702 -0.699
H -0.520 -1.827 -0.156
H -1.761 -0.801 0.710
H -0.760 -2.112 1.610
*
```



[5]
Below is a molecular structure, C3H7N4S in a non-equilibrium geometry, with properties calculated with ωB97M-V/def2-TZVPD.

energy relative to the best compared isomer or geometry (same formula, charge and spin): 3.386 eV
HOMO energy: -13.375 eV
frontier orbital gap: 0.3222 Ha

ORCA input file:
```
! wB97M-V def2-TZVPD RIJCOSX def2/J DEFGRID3
* xyz 1 1
C 1.422 0.202 -0.647
C 1.090 -1.074 -0.941
C -1.218 -0.843 0.276
N -0.868 0.320 0.574
N -2.472 -1.330 0.016
N 0.963 2.187 0.708
N 0.846 0.819 0.468
S 0.047 -2.166 -0.146
H 1.844 0.801 -1.489
H 1.512 -1.333 -1.802
H -3.215 -0.701 -0.006
H -2.738 -2.343 -0.015
H 1.109 2.355 1.683
H 0.508 2.870 -0.006
H 1.169 0.236 1.328
*
```



[6]
Below is a gas-phase ion, C3H7N4S2 (charge +1) in a non-equilibrium geometry, with properties calculated with ωB97M-V/def2-TZVPD.

energy relative to the best compared isomer or geometry (same formula, charge and spin): 2.475 eV
HOMO energy: -12.685 eV
frontier orbital gap: 0.2772 Ha
structure (SMILES): [H]/N=C/SC/N=[NH+]/C(N)=S

ORCA input file:
```
! wB97M-V def2-TZVPD RIJCOSX def2/J DEFGRID3
* xyz 1 1
H 0.585 1.168 -1.902
N 0.989 0.569 -1.173
C 2.243 0.746 -0.834
S 2.770 -0.283 0.486
C 1.215 -1.272 0.493
N 0.128 -0.303 0.350
N -0.985 -0.741 0.019
C -2.149 0.066 0.247
N -1.884 1.210 0.872
S -3.599 -0.486 -0.205
H 2.791 1.462 -1.386
H 1.099 -1.700 1.392
H 1.277 -2.005 -0.367
H -1.011 -1.700 -0.305
H -2.559 1.849 1.212
H -0.909 1.421 1.102
*
```



[7]
Below is 2 unconnected molecules or ions with the total composition C3H7N5 in a non-equilibrium geometry, with properties calculated with ωB97M-V/def2-TZVPD.

energy relative to the best compared isomer or geometry (same formula, charge and spin): 4.249 eV
HOMO energy (spin up / spin down): -7.427 / -8.774 eV
frontier orbital gap (spin up / spin down): 0.2803 / 0.3103 Ha

ORCA input file:
```
! wB97M-V def2-TZVPD RIJCOSX def2/J DEFGRID3
* xyz 0 1
C 2.250 0.918 0.333
C 2.206 -0.269 -0.342
C 0.259 0.173 0.520
N 1.037 1.168 0.890
N 0.954 -0.748 -0.230
N -1.520 -1.232 0.578
N -2.022 1.351 -0.717
N -1.007 -0.029 0.804
H 3.027 1.524 0.446
H 3.040 -0.712 -0.876
H 0.723 -1.631 -0.658
H -2.515 -1.164 0.730
H -1.233 -1.729 -0.292
H -2.719 1.842 -0.175
H -2.480 0.538 -1.011
*
```



[8]
Below is a molecular structure, C3H7N5 in a non-equilibrium geometry, with properties calculated with ωB97M-V/def2-TZVPD.

energy relative to the best compared isomer or geometry (same formula, charge and spin): 5.666 eV
HOMO energy: -8.287 eV
frontier orbital gap: 0.3190 Ha

ORCA input file:
```
! wB97M-V def2-TZVPD RIJCOSX def2/J DEFGRID3
* xyz 0 1
C 0.983 -2.156 1.188
N 0.137 1.207 -1.096
C -0.683 -0.237 0.615
C 0.321 -0.985 0.572
N 0.032 2.323 -1.977
N -1.890 0.256 0.923
N 1.224 0.543 -1.259
N 1.584 -0.455 -0.724
H 0.192 3.171 -1.440
H -0.907 2.378 -2.361
H -2.604 0.137 0.218
H -1.899 1.176 1.341
H 0.388 -2.581 1.997
H 1.165 -2.915 0.426
H 1.958 -1.861 1.579
*
```



[9]
Below is a single C3H7N5 molecule in a non-equilibrium geometry, with properties calculated with ωB97M-V/def2-TZVPD.

energy relative to the best compared isomer or geometry (same formula, charge and spin): 3.455 eV
HOMO energy: -8.088 eV
frontier orbital gap: 0.3233 Ha
structure (SMILES): NNC1=NCC=NN1

ORCA input file:
```
! wB97M-V def2-TZVPD RIJCOSX def2/J DEFGRID3
* xyz 0 1
N 2.800 0.235 0.027
N 1.644 -0.593 -0.205
C 0.351 -0.400 0.108
N -0.560 -1.349 -0.132
C -1.768 -0.906 0.201
C -2.016 0.562 -0.176
N -1.157 1.491 -0.211
N 0.040 0.884 0.325
H 3.027 0.767 -0.875
H 2.849 0.822 0.911
H 1.866 -1.537 -0.468
H -1.876 -1.133 1.306
H -2.535 -1.641 -0.228
H -2.908 0.896 -0.580
H 0.805 1.608 0.512
*
```



[10]
Below is a single C3H7N5 molecule in a non-equilibrium geometry, with properties calculated with ωB97M-V/def2-TZVPD.

energy relative to the best compared isomer or geometry (same formula, charge and spin): 3.707 eV
HOMO energy: -9.327 eV
frontier orbital gap: 0.3521 Ha
structure (SMILES): [H]/N=C\N/C(N)=N\C=N\[H]

ORCA input file:
```
! wB97M-V def2-TZVPD RIJCOSX def2/J DEFGRID3
* xyz 0 1
H 2.362 -0.329 2.094
N 2.859 -0.849 1.051
C 2.057 -0.599 -0.008
N 0.677 -0.056 0.056
C -0.341 0.101 -0.848
N 0.130 -0.156 -2.138
N -1.501 0.534 -0.646
C -2.141 0.594 0.651
N -1.333 0.924 1.760
H -2.003 1.040 2.504
H 2.556 -1.055 -1.042
H 0.415 0.384 0.923
H 0.532 -1.058 -2.244
H -0.876 0.060 -2.578
H -3.393 0.465 0.466
*
```



[11]
Below is a single C3H7N5O2S molecule in a non-equilibrium geometry, with properties calculated with ωB97M-V/def2-TZVPD.

energy relative to the best compared isomer or geometry (same formula, charge and spin): 0.000 eV
HOMO energy: -8.695 eV
frontier orbital gap: 0.3312 Ha
structure (SMILES): Nc1cn[nH]c1NS(N)(=O)=O

ORCA input file:
```
! wB97M-V def2-TZVPD RIJCOSX def2/J DEFGRID3
* xyz 0 1
N 1.482 1.941 0.321
C 1.429 0.730 -0.253
C 2.066 0.240 -1.415
N 1.695 -0.983 -1.791
N 0.810 -1.329 -0.905
C 0.658 -0.366 0.009
N -0.364 -0.668 1.505
S -1.893 -0.957 0.902
N -2.197 0.394 -0.026
O -2.809 -1.102 1.984
O -1.732 -2.075 -0.041
H 1.224 1.942 1.214
H 2.367 2.227 0.145
H 2.862 0.840 -1.980
H 0.187 -2.176 -1.099
H -0.287 0.260 1.870
H -2.574 0.073 -0.892
H -2.923 1.008 0.454
*
```



[12]
Below is a gas-phase ion, C3H7NO (charge -1), with properties calculated with ωB97M-V/def2-TZVPD.

<S²>: 0.75
energy relative to the best compared isomer or geometry (same formula, charge and spin): 0.324 eV
HOMO energy (spin up / spin down): 0.344 / -2.878 eV
frontier orbital gap (spin up / spin down): 0.1523 / 0.2677 Ha

ORCA input file:
```
! wB97M-V def2-TZVPD RIJCOSX def2/J DEFGRID3
* xyz -1 2
C -0.271 -0.815 -0.057
C 0.175 0.673 0.020
C -0.786 1.726 0.448
O -1.556 2.343 -0.395
N 0.872 -1.752 -0.177
H -0.945 -1.031 -0.889
H -0.810 -1.044 0.848
H 0.566 0.909 -0.971
H 1.057 0.646 0.691
H -1.041 1.735 1.530
H 1.734 -1.269 0.063
H 1.005 -2.121 -1.110
*
```



Q: energy relative to the best compared isomer or geometry (same formula, charge and spin) of number 4 (C3H7N4P)?
A: 0.909 eV